Below is a structure of composition C26H52N7PSSiV at a distorted geometry, with properties calculated with wB97M-V/def2-TZVPD.

Its largest force on an atom is 3.5 eV Å⁻¹. As for the total charge: +1. As for the spin multiplicity: 3. The value obtained for the energy is -3378.1695 Ha. The expectation value of S² is 2.023. The relative energy (zero: lowest compared OMol25 entry of this formula, charge and spin) comes out at 203.3 kJ/mol. As for the HOMO-LUMO gap (alpha / beta): 7.961 / 8.246 eV.

Geometry (Å):
V1 -0.391 -1.030 1.101
N1 1.712 -1.811 2.025
C1 2.317 -2.890 2.814
C2 2.318 -4.205 2.041
C3 0.942 -4.864 2.063
N2 -0.049 -3.975 1.459
H1 2.261 -1.679 1.174
H2 1.794 -0.945 2.561
H3 1.745 -3.003 3.741
H4 3.350 -2.627 3.091
H5 3.044 -4.891 2.477
H6 2.603 -4.002 1.004
H7 0.653 -5.059 3.099
H8 1.001 -5.836 1.549
H9 -0.981 -4.342 1.641
H10 0.082 -4.004 0.448
C4 -4.582 -4.008 0.966
Si1 -5.485 -2.334 0.949
C5 -6.538 -2.191 2.529
C6 -6.510 -2.130 -0.636
C7 -4.263 -0.871 1.036
C8 -4.703 0.386 1.414
C9 -3.806 1.430 1.640
C10 -2.456 1.165 1.568
N3 -2.006 -0.017 1.145
C11 -2.885 -0.984 0.807
S1 -2.076 -2.261 -0.007
H11 -5.303 -4.818 1.039
H12 -3.904 -4.094 1.813
H13 -4.006 -4.160 0.058
H14 -7.272 -2.990 2.560
H15 -7.081 -1.253 2.576
H16 -5.937 -2.267 3.431
H17 -7.325 -2.846 -0.649
H18 -5.909 -2.296 -1.525
H19 -6.942 -1.136 -0.708
H20 -5.760 0.565 1.528
H21 -4.160 2.414 1.897
H22 -1.709 1.905 1.825
N4 0.669 0.253 0.820
P1 1.477 1.013 -0.313
N5 0.732 0.875 -1.816
C12 0.443 -0.496 -2.211
C13 0.091 -0.526 -3.694
C14 -1.121 0.369 -3.948
C15 -0.867 1.772 -3.399
C16 -0.476 1.682 -1.927
N6 2.988 0.346 -0.577
C17 3.631 0.083 -1.851
C18 4.835 0.994 -2.095
C19 5.805 0.940 -0.920
C20 5.078 1.258 0.384
C21 3.884 0.320 0.567
N7 1.660 2.612 0.073
C22 1.028 3.173 1.250
C23 -0.047 4.208 0.902
C24 0.428 5.155 -0.217
C25 1.924 5.000 -0.480
C26 2.264 3.560 -0.861
H23 -0.417 -0.881 -1.627
H24 1.310 -1.124 -1.985
H25 -0.128 -1.553 -3.989
H26 0.945 -0.179 -4.278
H27 -1.987 -0.059 -3.437
H28 -1.343 0.413 -5.014
H29 -1.759 2.391 -3.504
H30 -0.056 2.247 -3.955
H31 -1.298 1.223 -1.349
H32 -0.278 2.675 -1.520
H33 2.902 0.237 -2.643
H34 3.957 -0.966 -1.870
H35 4.488 2.018 -2.242
H36 5.336 0.667 -3.007
H37 6.622 1.645 -1.078
H38 6.234 -0.062 -0.854
H39 4.730 2.291 0.374
H40 5.753 1.141 1.232
H41 3.298 0.624 1.444
H42 4.269 -0.701 0.716
H43 1.794 3.647 1.874
H44 0.600 2.330 1.807
H45 -0.270 4.768 1.811
H46 -0.966 3.704 0.594
H47 0.206 6.188 0.052
H48 -0.108 4.939 -1.143
H49 2.489 5.296 0.404
H50 2.218 5.658 -1.299
H51 3.354 3.438 -0.874
H52 1.897 3.353 -1.870

Below is an isolated molecule of C6H10O at a distorted geometry, with properties calculated with wB97M-V/def2-TZVPD.

Its largest force on an atom is 2.1 eV Å⁻¹. Its SMILES is C[C@H]1CC=C[C@H]1O. As for the total charge: 0. The value obtained for the energy is -309.7177 Ha. The relative energy (zero: lowest compared OMol25 entry of this formula, charge and spin) comes out at 327.4 kJ/mol. As for the HOMO-LUMO gap: 9.445 eV.

Geometry (Å):
C1 -0.884 1.486 0.866
C2 0.059 0.307 0.701
C3 -0.641 -1.088 0.605
C4 0.248 -1.927 -0.335
C5 1.228 -1.072 -0.754
C6 0.909 0.382 -0.568
O1 0.221 0.927 -1.692
H1 -1.649 1.473 0.084
H2 -1.384 1.460 1.839
H3 -0.338 2.430 0.775
H4 0.779 0.300 1.531
H5 -1.690 -1.022 0.305
H6 -0.663 -1.554 1.606
H7 0.440 -2.027 -1.529
H8 2.156 -1.489 -1.105
H9 1.807 0.985 -0.488
H10 -0.598 0.430 -1.841

Below is an isolated molecule of C17H30NO4P at a distorted geometry, with properties calculated with wB97M-V/def2-TZVPD.

Its largest force on an atom is 1.1 eV Å⁻¹. Its SMILES is CC(C)COP(=O)(OCC(C)C)[C@@H](O)c1ccc(N(C)C)cc1. As for the total charge: 0. The value obtained for the energy is -1362.9273 Ha. The relative energy (zero: lowest compared OMol25 entry of this formula, charge and spin) comes out at 0.0 kJ/mol. As for the HOMO-LUMO gap: 8.332 eV.

Geometry (Å):
C1 0.444 2.539 -3.634
H1 1.437 2.559 -4.075
H2 -0.272 2.276 -4.409
H3 0.209 3.538 -3.272
C2 0.400 1.536 -2.484
C3 1.458 1.863 -1.435
H4 2.457 1.737 -1.846
H5 1.346 2.891 -1.096
H6 1.352 1.206 -0.577
C4 -0.992 1.526 -1.848
H7 -1.768 1.534 -2.622
H8 -1.119 2.403 -1.205
O1 -1.167 0.343 -1.080
P1 -1.552 0.450 0.479
O2 -1.060 1.639 1.183
O3 -3.163 0.388 0.399
C5 -3.955 1.162 1.285
C6 -4.727 0.292 2.281
C7 -3.774 -0.525 3.148
H9 -3.318 -1.312 2.553
H10 -2.991 0.109 3.559
H11 -4.314 -0.990 3.971
C8 -5.701 -0.625 1.545
H12 -6.237 -1.254 2.250
H13 -6.425 -0.043 0.979
H14 -5.152 -1.262 0.856
H15 -5.291 0.981 2.920
H16 -4.659 1.725 0.664
H17 -3.307 1.868 1.815
C9 -0.962 -1.233 0.993
C10 0.502 -1.260 0.657
C11 1.399 -0.587 1.476
C12 2.741 -0.522 1.165
C13 3.247 -1.127 0.006
C14 2.335 -1.819 -0.803
C15 0.993 -1.875 -0.485
H18 0.325 -2.422 -1.134
H19 2.666 -2.316 -1.700
N1 4.573 -1.022 -0.344
C16 5.506 -0.397 0.561
H20 5.183 0.620 0.790
H21 5.614 -0.952 1.501
H22 6.482 -0.335 0.084
C17 5.108 -1.884 -1.371
H23 6.183 -1.738 -1.443
H24 4.671 -1.640 -2.342
H25 4.918 -2.943 -1.158
H26 3.393 0.008 1.838
H27 1.035 -0.101 2.370
O4 -1.751 -2.212 0.385
H28 -1.813 -1.993 -0.552
H29 -1.095 -1.337 2.074
H30 0.587 0.530 -2.873

Below is a cluster of 7 separate species, C21H46B3F4N5O3 in total at a distorted geometry, with properties calculated with wB97M-V/def2-TZVPD.

Its largest force on an atom is 6.7 eV Å⁻¹. As for the total charge: +2. The value obtained for the energy is -1800.4134 Ha. As for the HOMO-LUMO gap: 1.563 eV.

Geometry (Å):
B1 0.718 0.271 2.353
H1 0.613 1.178 2.929
H2 -0.245 0.164 1.878
H3 1.505 0.363 1.622
H4 0.915 -0.591 2.971
B2 7.236 -2.375 2.066
H5 6.758 -1.421 1.903
H6 6.641 -2.867 2.820
H7 7.293 -2.892 1.121
H8 8.183 -2.169 2.540
C1 5.421 2.753 4.365
C2 4.744 2.014 5.524
O1 4.448 2.526 6.599
N1 4.536 0.526 5.327
H9 3.644 0.326 4.896
H10 5.212 0.140 4.684
C3 4.856 -0.231 6.686
H11 5.531 3.784 4.701
H12 4.736 2.618 3.528
H13 6.351 2.255 4.090
H14 4.297 0.055 7.577
H15 5.914 -0.024 6.845
H16 4.796 -1.301 6.482
C4 1.578 -2.387 -2.698
C5 2.780 -3.187 -2.290
O2 3.651 -3.644 -3.090
N2 2.950 -3.300 -0.762
H17 3.897 -3.039 -0.528
H18 2.368 -2.643 -0.261
C6 2.682 -4.736 -0.266
H19 0.767 -2.539 -1.987
H20 1.135 -2.877 -3.565
H21 1.781 -1.317 -2.745
H22 2.724 -4.565 0.810
H23 3.462 -5.461 -0.497
H24 1.710 -5.188 -0.465
C7 -2.538 2.787 6.173
C8 -3.442 1.892 5.381
O3 -4.467 2.299 4.802
N3 -3.011 0.411 5.313
H25 -2.235 0.407 4.666
H26 -2.685 0.052 6.199
C9 -4.090 -0.500 4.635
H27 -2.102 2.242 7.010
H28 -3.015 3.594 6.727
H29 -1.709 3.162 5.574
H30 -4.571 0.070 3.840
H31 -4.750 -0.929 5.389
H32 -3.558 -1.273 4.080
C10 -1.927 3.576 -2.618
N4 -2.351 2.861 -3.847
C11 -3.396 1.941 -3.850
C12 -3.694 1.243 -5.070
C13 -2.898 1.482 -6.213
C14 -1.860 2.411 -6.181
C15 -1.612 3.049 -5.010
C16 -3.357 0.856 -7.498
C17 -4.568 1.288 -8.110
C18 -4.854 0.724 -9.336
N5 -4.165 -0.310 -9.837
C19 -3.028 -0.776 -9.227
C20 -2.616 -0.153 -8.076
C21 -4.479 -0.891 -11.177
H33 -1.920 4.634 -2.876
H34 -0.937 3.227 -2.320
H35 -2.637 3.342 -1.824
H36 -3.957 1.738 -2.950
H37 -4.530 0.560 -5.077
H38 -1.265 2.725 -7.025
H39 -0.872 3.833 -4.940
H40 -5.202 2.112 -7.818
H41 -5.776 1.006 -9.822
H42 -2.398 -1.511 -9.704
H43 -1.754 -0.539 -7.553
H44 -4.477 -1.980 -11.152
H45 -3.773 -0.483 -11.901
H46 -5.438 -0.571 -11.586
B3 -0.756 -1.965 9.522
F1 0.054 -2.763 10.406
F2 -0.997 -0.711 10.074
F3 -0.027 -1.747 8.386
F4 -1.944 -2.637 9.259

Below is an isolated molecule of C21H19ClN4O3 at a distorted geometry, with properties calculated with wB97M-V/def2-TZVPD.

Its largest force on an atom is 5.4 eV Å⁻¹. Its SMILES is CC1=NNC(=O)/C1=C\c1ccc(OCC(=O)N/N=C(\C)c2ccc(Cl)cc2)cc1. As for the total charge: 0. The value obtained for the energy is -1716.4269 Ha. The relative energy (zero: lowest compared OMol25 entry of this formula, charge and spin) comes out at 420.4 kJ/mol. As for the HOMO-LUMO gap: 7.163 eV.

Geometry (Å):
O1 -1.480 3.131 -4.712
O2 -0.952 1.907 3.027
Cl1 -0.610 -2.639 10.407
N1 -1.538 2.797 -8.075
N2 0.203 -0.429 4.094
O3 0.323 0.355 0.102
C1 -1.314 2.771 -5.847
C2 -0.403 1.054 2.314
C3 -0.767 1.781 -7.709
C4 -0.603 1.648 -6.308
C5 -0.049 0.609 -5.534
C6 0.803 -1.456 4.629
C7 -0.432 -1.019 8.140
C8 0.376 -3.371 7.894
C9 0.166 -0.696 -1.991
C10 0.764 1.549 -1.874
C11 -0.046 -0.627 -3.361
C12 0.665 1.656 -3.258
C13 -0.245 -0.796 6.781
C14 0.777 -2.936 6.574
C15 -0.137 -2.320 8.693
C16 0.418 0.462 -1.212
C17 0.215 0.554 -4.082
C18 0.476 -1.664 5.998
N3 -1.924 3.379 -6.905
N4 0.248 -0.021 2.814
C19 -0.634 0.602 -8.667
C20 -0.358 1.437 0.783
C21 1.769 -2.272 3.793
H1 0.241 -0.310 -6.019
H2 -0.863 -0.220 8.851
H3 0.685 -4.344 8.152
H4 -0.052 -1.625 -1.486
H5 1.142 2.470 -1.392
H6 -0.235 -1.499 -3.962
H7 0.804 2.660 -3.752
H8 -0.456 0.276 6.527
H9 1.379 -3.761 6.065
H10 -2.425 4.267 -6.861
H11 0.726 -0.601 2.111
H12 -1.024 0.765 -9.715
H13 -1.082 -0.303 -8.234
H14 0.395 0.341 -8.858
H15 0.310 2.358 0.776
H16 -1.352 1.652 0.470
H17 2.186 -1.768 2.860
H18 2.554 -2.527 4.557
H19 1.358 -3.274 3.401

Below is a structure of composition C39H47BN9O3SSr at a distorted geometry, with properties calculated with wB97M-V/def2-TZVPD.

Its largest force on an atom is 1.2 eV Å⁻¹. As for the total charge: 0. As for the spin multiplicity: 2. The value obtained for the energy is -2686.8300 Ha. The expectation value of S² is 0.767. The relative energy (zero: lowest compared OMol25 entry of this formula, charge and spin) comes out at 5.7 kJ/mol. As for the HOMO-LUMO gap (alpha / beta): 7.687 / 6.924 eV.

Geometry (Å):
Sr1 0.435 0.070 0.549
C1 -4.240 0.230 0.429
C2 -3.011 -0.435 0.318
N1 -2.007 0.409 0.482
N2 -2.550 1.629 0.699
C3 -3.893 1.541 0.668
B1 -1.683 2.916 0.926
N3 -0.805 3.224 -0.331
C4 -0.334 4.420 -0.730
C5 0.509 4.227 -1.800
C6 0.521 2.836 -1.968
N4 -0.252 2.235 -1.078
N5 -0.695 2.801 2.144
C7 -0.769 3.283 3.394
C8 0.415 3.015 4.046
C9 1.181 2.346 3.090
N6 0.528 2.220 1.945
N7 -2.678 4.069 1.089
C10 -3.322 4.718 0.090
C11 -4.371 5.418 0.636
C12 -4.298 5.119 2.007
N8 -3.301 4.296 2.273
H1 -5.229 -0.184 0.347
H2 -2.800 -1.478 0.142
H3 -4.498 2.416 0.834
H4 -0.638 5.320 -0.225
H5 1.026 4.977 -2.371
H6 1.053 2.245 -2.697
H7 -1.661 3.786 3.719
H8 0.682 3.273 5.055
H9 2.175 1.938 3.183
H10 -3.005 4.618 -0.933
H11 -5.071 6.050 0.121
H12 -4.933 5.468 2.806
C13 -1.360 -3.384 -1.456
C14 -2.241 -2.640 -2.188
C15 -1.464 -1.786 -3.044
C16 -0.068 -2.047 -2.828
C17 0.016 -3.006 -1.857
C18 1.230 -3.617 -1.254
C19 1.033 -1.401 -3.604
C20 -2.020 -0.789 -3.995
C21 -3.732 -2.652 -2.133
C22 -1.640 -4.393 -0.398
H13 1.291 -3.399 -0.185
H14 2.143 -3.251 -1.726
H15 1.220 -4.707 -1.349
H16 0.754 -1.263 -4.652
H17 1.937 -2.013 -3.602
H18 1.301 -0.406 -3.233
H19 -2.240 -1.246 -4.967
H20 -1.323 0.029 -4.179
H21 -2.954 -0.362 -3.628
H22 -4.187 -3.003 -3.063
H23 -4.142 -1.656 -1.942
H24 -4.098 -3.304 -1.341
H25 -1.118 -5.333 -0.601
H26 -2.702 -4.624 -0.328
H27 -1.295 -4.040 0.577
N9 -1.717 -0.042 3.746
C23 -0.928 -0.933 4.588
C24 -0.518 -2.143 3.759
C25 0.179 -1.672 2.510
O1 1.131 -0.843 2.635
O2 -0.232 -2.066 1.375
H28 -1.915 0.840 4.199
H29 -2.599 -0.453 3.463
H30 -1.423 -1.269 5.509
H31 -0.028 -0.387 4.875
H32 -1.376 -2.756 3.481
H33 0.173 -2.773 4.326
O3 2.418 -0.038 -0.790
S1 3.406 0.586 -1.766
C26 4.431 1.644 -0.741
C27 5.066 0.969 0.440
C28 4.303 0.523 1.514
C29 4.896 -0.147 2.571
C30 6.268 -0.363 2.573
C31 7.042 0.097 1.517
C32 6.442 0.757 0.454
C33 4.517 -0.753 -2.154
C34 5.608 -0.325 -3.100
C35 5.312 0.312 -4.301
C36 6.334 0.703 -5.154
C37 7.657 0.454 -4.820
C38 7.957 -0.193 -3.629
C39 6.937 -0.577 -2.772
H34 3.732 2.434 -0.451
H35 5.170 2.089 -1.412
H36 3.237 0.691 1.534
H37 4.278 -0.500 3.386
H38 6.734 -0.882 3.400
H39 8.113 -0.055 1.521
H40 7.044 1.116 -0.372
H41 3.862 -1.520 -2.572
H42 4.909 -1.125 -1.205
H43 4.283 0.498 -4.581
H44 6.091 1.199 -6.085
H45 8.451 0.758 -5.488
H46 8.986 -0.399 -3.366
H47 7.167 -1.077 -1.840

Below is a structure of composition C4H6LiO7Pb at a distorted geometry, with properties calculated with wB97M-V/def2-TZVPD.

Its largest force on an atom is 5.0 eV Å⁻¹. As for the total charge: -1. The value obtained for the energy is -883.1049 Ha. The relative energy (zero: lowest compared OMol25 entry of this formula, charge and spin) comes out at 231.4 kJ/mol. As for the HOMO-LUMO gap (alpha / beta): 2.133 / 2.154 eV.

Geometry (Å):
O1 -4.506 0.948 0.176
C1 -3.655 0.024 0.142
O2 -3.935 -1.158 -0.178
O3 -2.387 0.379 0.406
O4 1.001 -0.625 -0.169
C2 -0.032 0.262 0.144
C3 -1.341 -0.484 -0.025
Li1 -5.780 -0.471 -0.277
H1 -0.012 1.151 -0.505
H2 0.094 0.575 1.195
H3 -1.342 -1.400 0.582
H4 -1.483 -0.764 -1.078
C4 2.567 -0.838 0.193
O5 3.246 -0.295 -0.767
O6 2.775 -2.194 0.411
H5 2.888 -2.604 -0.453
Pb1 3.205 1.535 -1.813
O7 2.566 -0.141 1.374
H6 1.529 0.252 1.292

Below is an isolated molecule of C5H10O at a distorted geometry, with properties calculated with wB97M-V/def2-TZVPD.

Its largest force on an atom is 2.7 eV Å⁻¹. Its SMILES is OCC1CCC1. As for the total charge: 0. The value obtained for the energy is -271.6639 Ha. The relative energy (zero: lowest compared OMol25 entry of this formula, charge and spin) comes out at 232.8 kJ/mol. As for the HOMO-LUMO gap: 11.025 eV.

Geometry (Å):
O1 1.753 0.183 1.444
C1 1.674 -0.345 0.141
C2 0.264 -0.545 -0.357
C3 -1.105 -0.741 0.342
C4 -1.682 0.379 -0.579
C5 -0.173 0.844 -0.765
H1 0.984 0.751 1.593
H2 2.022 0.410 -0.738
H3 2.328 -1.221 0.139
H4 0.313 -1.197 -1.238
H5 -1.095 -0.440 1.397
H6 -1.549 -1.737 0.261
H7 -2.190 -0.029 -1.458
H8 -2.377 1.073 -0.081
H9 -0.011 1.545 0.067
H10 0.629 1.167 -1.513